Molecular formula: C2H4N2OS3
Method: DFT, ωB97M-V with the def2-TZVPD basis set

Geometry (Å):
S 0.942 2.132 -0.038
S -2.078 -0.620 -0.612
S 2.145 -0.900 -0.686
O -0.762 -0.146 2.075
N -1.442 0.934 -0.589
N 0.939 -1.115 0.658
C -0.248 1.008 -0.028
C -0.028 -0.139 1.046
H 3.114 -0.132 -0.242
H -1.801 -1.015 -2.118
H -1.823 1.829 -0.929
H 1.043 -1.835 1.464

The spin multiplicity is 1. The calculation puts the frontier orbital gap at 8.520 eV. The energy above the lowest of the compared OMol25 structures with the same formula, charge and spin comes out at 42.1 kcal per mole. Its structure (SMILES) is O=C(NS)C(=S)NS.

Molecular formula: C2H4N2OS3
Method: DFT, ωB97M-V with the def2-TZVPD basis set

Geometry (Å):
S 1.116 -0.795 -2.925
S 1.655 -0.805 2.849
S -1.073 -0.674 1.673
O -1.833 1.425 0.263
N 0.158 0.329 -0.474
N 1.022 0.131 0.421
C -1.188 0.292 0.031
C 0.661 -0.344 1.633
H 0.621 -1.545 -3.965
H -1.337 2.016 0.962
H 2.012 0.381 0.237
H -1.815 -0.411 -0.705

The spin multiplicity is 1. The calculation puts the frontier orbital gap (alpha / beta) at 6.249 / 7.507 eV. The energy above the lowest of the compared OMol25 structures with the same formula, charge and spin comes out at 75.7 kcal per mole.

Molecular formula: C2H4N2S2
Method: DFT, ωB97M-V with the def2-TZVPD basis set

Geometry (Å):
S 1.202 1.385 -0.745
S 0.415 -1.577 2.121
N 0.366 -0.455 0.783
N -0.258 1.344 -1.515
C 1.345 0.255 0.582
C -1.112 0.354 -1.492
H -2.041 0.399 -2.214
H -1.026 -1.773 2.072
H -1.053 -0.450 -0.815
H 2.162 0.516 1.225

The spin multiplicity is 1. The calculation puts the frontier orbital gap at 9.071 eV. The energy above the lowest of the compared OMol25 structures with the same formula, charge and spin comes out at 75.3 kcal per mole. Its structure (SMILES) is C=NS/C=N/S.

Molecular formula: C2H4N2S3
Method: DFT, ωB97M-V with the def2-TZVPD basis set

Geometry (Å):
S -2.844 -0.764 -0.224
S 2.568 -0.569 -0.527
S 0.467 1.894 -0.045
N 1.291 -1.187 0.355
N -0.485 0.442 -0.416
C -1.861 0.465 -0.572
C 0.085 -0.683 0.383
H 3.237 -1.789 -0.342
H -2.107 1.425 -1.037
H 0.196 1.925 1.437
H -0.548 -1.160 0.989

The spin multiplicity is 1. The calculation puts the frontier orbital gap at 8.549 eV. The energy above the lowest of the compared OMol25 structures with the same formula, charge and spin comes out at 53.4 kcal per mole. Its structure (SMILES) is S=CN(S)/C=N\S.

Molecular formula: C2H4N2S3
Method: DFT, ωB97M-V with the def2-TZVPD basis set

Geometry (Å):
S 0.504 -1.973 -2.321
S 0.300 1.517 1.389
S -2.128 0.020 1.626
N 1.604 2.056 0.770
N 0.496 -0.879 -1.096
C -0.636 0.270 0.698
C -0.557 -0.622 -0.401
H -1.505 -1.141 -0.584
H 1.976 1.649 -0.076
H 1.822 -1.847 -2.547
H -1.875 0.951 2.542

The spin multiplicity is 1. The calculation puts the frontier orbital gap (alpha / beta) at 7.029 / 6.908 eV. The energy above the lowest of the compared OMol25 structures with the same formula, charge and spin comes out at 65.5 kcal per mole.

Molecular formula: C2H4N3O3PS
Method: DFT, ωB97M-V with the def2-TZVPD basis set

Geometry (Å):
S 4.068 -0.270 -0.556
P 2.254 0.166 0.218
O 2.425 1.433 1.148
O 1.375 0.491 -0.953
O 1.807 -0.808 1.341
N -0.863 0.103 -0.743
N -1.973 -1.009 0.678
N -0.822 -0.669 0.302
C -2.158 0.326 -1.140
C -2.886 -0.411 -0.187
H 1.624 1.930 0.971
H -3.916 -0.534 -0.108
H 1.456 -1.632 0.988
H -2.392 0.886 -1.959

The spin multiplicity is 1. The calculation puts the frontier orbital gap (alpha / beta) at 4.591 / 4.605 eV. The energy above the lowest of the compared OMol25 structures with the same formula, charge and spin comes out at 75.7 kcal per mole.

Molecular formula: C2H4N4
Method: DFT, ωB97M-V with the def2-TZVPD basis set

Geometry (Å):
N -0.135 1.144 -0.027
N -1.621 -0.501 0.392
N 1.825 -0.176 -0.314
N -0.287 -1.096 0.251
C -1.404 0.799 0.168
C 0.495 -0.040 -0.032
H -1.280 -1.289 -0.467
H -2.221 1.510 0.186
H 2.260 -1.017 0.034
H 2.367 0.666 -0.192

The spin multiplicity is 1. The calculation puts the frontier orbital gap at 10.226 eV. The energy above the lowest of the compared OMol25 structures with the same formula, charge and spin comes out at 49.6 kcal per mole.

Molecular formula: C2H4N4
Method: DFT, ωB97M-V with the def2-TZVPD basis set

Geometry (Å):
N -0.177 1.597 -1.194
N 0.661 -1.344 0.467
N 1.051 -0.446 -0.504
N -0.993 0.091 0.380
C 0.013 0.403 -0.490
C -0.531 -0.987 0.955
H -1.038 -1.506 1.753
H 0.627 2.080 -1.568
H 1.175 -2.122 0.885
H -0.788 2.235 -0.684

The spin multiplicity is 1. The calculation puts the frontier orbital gap at 9.726 eV. The energy above the lowest of the compared OMol25 structures with the same formula, charge and spin comes out at 6.1 kcal per mole. Its structure (SMILES) is Nc1nc[nH]n1.

Molecular formula: C2H4N4
Method: DFT, ωB97M-V with the def2-TZVPD basis set

Geometry (Å):
N 1.733 -0.666 0.475
N -0.386 -0.074 -1.585
N -1.115 0.667 -0.885
N -0.027 0.071 2.097
C -1.645 1.483 -0.219
C 0.791 -0.302 1.360
H -0.959 -0.491 -2.319
H 1.367 -0.712 -0.476
H -2.167 1.497 0.722
H 2.313 -1.444 0.760

The spin multiplicity is 1. The calculation puts the frontier orbital gap at 10.189 eV. The energy above the lowest of the compared OMol25 structures with the same formula, charge and spin comes out at 80.3 kcal per mole.

Molecular formula: C2H4N4
Method: DFT, ωB97M-V with the def2-TZVPD basis set

Geometry (Å):
N -1.718 -1.087 1.437
N 0.711 -0.067 -0.207
N 0.250 0.378 -2.503
N -0.240 0.505 2.375
C 0.429 0.121 -1.344
C -0.949 -0.179 1.674
H -2.399 -0.867 0.646
H 0.659 -0.724 0.521
H -0.409 0.909 -3.065
H 0.581 0.991 2.290

The spin multiplicity is 1. The calculation puts the frontier orbital gap at 10.564 eV. The energy above the lowest of the compared OMol25 structures with the same formula, charge and spin comes out at 53.0 kcal per mole. Its structure (SMILES) is N=C=N.N=C=N.

Molecular formula: C2H4N4
Method: DFT, ωB97M-V with the def2-TZVPD basis set

Geometry (Å):
N 1.198 0.595 -0.913
N -0.967 -0.401 -0.487
N -1.792 -0.691 0.536
N -1.165 -0.375 1.619
C 0.197 0.139 -0.058
C 0.055 0.142 1.313
H 0.949 0.561 -1.893
H 2.069 0.102 -0.771
H 0.719 0.511 2.087
H -1.263 -0.582 -1.433

The spin multiplicity is 1. The calculation puts the frontier orbital gap at 9.548 eV. The energy above the lowest of the compared OMol25 structures with the same formula, charge and spin comes out at 26.0 kcal per mole. Its structure (SMILES) is Nc1cnn[nH]1.

Molecular formula: C2H4N4
Method: DFT, ωB97M-V with the def2-TZVPD basis set

Geometry (Å):
N -1.526 -0.583 0.345
N -0.149 1.153 -0.025
N 1.851 -0.159 -0.325
N -0.193 -1.082 0.295
C -1.389 0.785 0.131
C 0.526 -0.045 -0.007
H 2.389 0.675 -0.168
H -1.527 -1.256 -0.455
H -2.214 1.494 0.184
H 2.276 -1.009 0.014

The spin multiplicity is 1. The calculation puts the frontier orbital gap at 10.155 eV. The energy above the lowest of the compared OMol25 structures with the same formula, charge and spin comes out at 34.6 kcal per mole. Its structure (SMILES) is Nc1nc[nH]n1.

Molecular formula: C2H4N4
Method: DFT, ωB97M-V with the def2-TZVPD basis set

Geometry (Å):
N 0.533 -1.159 -0.810
N 1.390 -1.899 -0.829
N -0.344 -0.296 -0.899
N 1.751 1.112 1.350
C 1.532 1.547 0.303
C -1.332 -0.322 0.188
H -1.975 0.547 0.043
H -1.949 -1.226 0.141
H 1.311 1.929 -0.673
H -0.857 -0.252 1.174

The spin multiplicity is 1. The calculation puts the frontier orbital gap at 10.605 eV. The energy above the lowest of the compared OMol25 structures with the same formula, charge and spin comes out at 67.4 kcal per mole.

Molecular formula: C2H4N4O
Method: DFT, ωB97M-V with the def2-TZVPD basis set

Geometry (Å):
O -0.699 -1.253 -0.093
N -1.326 0.775 0.128
N -1.819 -0.363 0.132
N 0.428 -0.508 -0.358
N 0.763 1.886 -0.011
C 0.090 0.808 -0.099
C 1.765 -0.980 0.169
H 2.189 -1.899 -0.327
H 1.862 1.868 0.035
H 2.471 -0.070 0.198
H 1.609 -1.371 1.184

The spin multiplicity is 1. The calculation puts the frontier orbital gap at 9.188 eV. The energy above the lowest of the compared OMol25 structures with the same formula, charge and spin comes out at 112.3 kcal per mole. Its structure (SMILES) is [H]/N=c1/nnon1C.

Molecular formula: C2H4N4O
Method: DFT, ωB97M-V with the def2-TZVPD basis set

Geometry (Å):
O 2.366 -0.354 -0.137
N 0.044 -0.906 0.068
N -2.351 -0.447 -0.109
N -0.716 1.067 -0.138
N 0.680 1.234 0.062
C 1.048 0.017 0.076
C -1.161 -0.149 -0.032
H -1.643 1.738 0.843
H 2.267 -1.256 0.341
H -2.466 -1.470 0.118
H -0.011 -2.019 0.350

The spin multiplicity is 1. The calculation puts the frontier orbital gap at 8.272 eV. The energy above the lowest of the compared OMol25 structures with the same formula, charge and spin comes out at 109.9 kcal per mole.

Molecular formula: C2H4N4O2
Method: DFT, ωB97M-V with the def2-TZVPD basis set

Geometry (Å):
O -1.841 -0.248 -1.820
O -1.550 -0.193 1.062
N -0.241 -0.438 0.533
N -0.428 0.020 -1.901
N 0.795 -0.044 1.425
N 1.879 0.355 0.745
C 1.599 0.324 -0.557
C 0.204 0.069 -0.811
H -2.113 -0.463 -0.956
H 2.280 0.565 -1.339
H 0.917 -0.729 2.146
H -1.501 0.781 1.472

The spin multiplicity is 1. The calculation puts the frontier orbital gap at 8.589 eV. The energy above the lowest of the compared OMol25 structures with the same formula, charge and spin comes out at 118.8 kcal per mole. Its structure (SMILES) is O/N=c1/cn[nH]n1O.

Molecular formula: C2H4N4O2
Method: DFT, ωB97M-V with the def2-TZVPD basis set

Geometry (Å):
O 1.319 -0.249 -0.899
O 1.105 1.995 -0.578
N -0.751 1.512 1.231
N 0.429 -2.275 -1.289
N -0.525 -0.723 0.299
N 1.091 0.802 0.086
C 0.450 -1.239 -0.616
C -0.192 0.564 0.659
H 0.344 2.448 -0.173
H -0.304 -2.869 -0.959
H -1.354 -1.203 0.582
H -1.612 1.238 1.659

The spin multiplicity is 1. The calculation puts the frontier orbital gap at 9.972 eV. The energy above the lowest of the compared OMol25 structures with the same formula, charge and spin comes out at 60.7 kcal per mole. Its structure (SMILES) is [H]/N=c1\[nH]/c(=N\[H])n(O)o1.

Molecular formula: C2H4N4O2S
Method: DFT, ωB97M-V with the def2-TZVPD basis set

Geometry (Å):
S -3.095 -0.479 0.125
O 2.680 -1.025 -0.380
O 1.397 -0.406 1.325
N -0.929 0.967 0.414
N 1.058 0.577 -0.756
N 0.181 1.363 -0.242
N -0.568 -1.007 -0.711
C 1.720 -0.421 -0.005
C -1.461 -0.325 -0.118
H -1.584 1.683 0.639
H 0.313 2.255 -0.695
H 1.293 -1.287 1.602
H -1.006 -1.896 -1.199

The spin multiplicity is 1. The calculation puts the frontier orbital gap (alpha / beta) at 6.101 / 6.102 eV. The energy above the lowest of the compared OMol25 structures with the same formula, charge and spin comes out at 71.0 kcal per mole.

Molecular formula: C2H4N4O3S
Method: DFT, ωB97M-V with the def2-TZVPD basis set

Geometry (Å):
S -1.366 0.365 -0.797
O -2.507 -0.215 -0.130
O -0.669 1.304 0.016
O 1.374 0.630 2.207
N 1.036 -0.881 -0.965
N -0.079 -1.300 -0.355
N 1.008 -0.068 1.119
N -1.208 0.558 -2.274
C 1.685 -0.153 -0.128
C -0.088 -0.863 0.921
H -1.592 -0.219 -2.941
H 0.872 1.511 2.386
H -0.998 -0.907 1.450
H 2.532 0.240 -0.508

The spin multiplicity is 1. The calculation puts the frontier orbital gap at 10.265 eV. The energy above the lowest of the compared OMol25 structures with the same formula, charge and spin comes out at 59.9 kcal per mole.

Molecular formula: C2H4N4O4
Method: DFT, ωB97M-V with the def2-TZVPD basis set

Geometry (Å):
O 1.792 0.545 1.956
O -0.826 1.547 -2.362
O 2.367 0.926 -0.138
O -0.526 2.226 -0.382
N -0.529 1.348 -1.219
N -1.320 -0.875 -0.190
N 0.576 -0.330 0.337
N 1.693 0.453 0.759
C -0.497 -0.925 1.077
C -0.276 -0.165 -0.847
H -1.444 -1.903 -0.491
H 0.064 -0.660 -1.825
H -0.362 -1.985 1.459
H -0.712 -0.202 1.864

The spin multiplicity is 1. The calculation puts the frontier orbital gap at 10.465 eV. The energy above the lowest of the compared OMol25 structures with the same formula, charge and spin comes out at 80.6 kcal per mole. Its structure (SMILES) is O=[N+]([O-])[C@@H]1NCN1[N+](=O)[O-].